DFT (ωB97M-V/def2-TZVPD) results for an isolated ion of composition HO3S3 and charge -1.

Last column: Löwdin charge in e.
Positions of all 7 atoms, in Å:
O -1.70269 -0.35386 0.55439  -0.309
S 1.91665 -0.47518 -0.03549  -0.030
O -0.30366 1.60095 0.56019  -0.460
S 3.24560 -1.93197 -0.40869  -0.178
S -0.35736 0.39246 -0.24861  0.402
H -2.11639 0.17048 1.22271  0.009
O -0.68215 0.59712 -1.64449  -0.434

Its charge is -1. As for the LUMO energy (spin up / spin down): 2.2 / 2.2 eV. The value obtained for the largest force on an atom is 0.0514 Eh/bohr. As for the highest occupied orbital energy (spin up / spin down): -0.1461 / -0.1456 Ha. Its energy above the lowest of the compared OMol25 structures with the same formula, charge and spin is 178.2 kJ/mol.